DFT (ωB97M-V with the def2-TZVPD basis set) results for a molecular structure, C21H20Cl3F12GeNO5S2SeV.

The gap between HOMO and LUMO (spin up / spin down) is 5.90 / 7.51 eV. As for the spin multiplicity: 2. For the LUMO energy (spin up / spin down), the calculation gives -2.42 / -0.89 eV. Its electronic energy is -10040.6895 hartree. The calculation puts the highest occupied orbital energy (spin up / spin down) at -8.3176 / -8.4047 eV.

```
67
C21H20Cl3F12GeNO5S2SeV, DFT ωB97M-V with the def2-TZVPD basis set
V 0.329 -0.045 -0.350
O -1.926 -2.651 1.310
Cl -0.631 -2.085 1.332
O 0.091 -2.452 2.482
O 0.080 -2.376 0.113
O -0.761 -0.613 1.292
F -2.887 0.173 -5.863
C -1.754 0.041 -5.144
F -1.046 -0.948 -5.717
F -1.062 1.179 -5.307
C -2.062 -0.254 -3.703
C -3.326 -0.655 -3.326
C -3.580 -0.946 -1.989
C -2.570 -0.787 -1.070
N -1.339 -0.390 -1.426
C -1.057 -0.161 -2.720
S 0.581 0.220 -2.992
H -4.111 -0.732 -4.066
H -4.548 -1.285 -1.656
H -2.748 -0.976 -0.024
Cl 1.519 1.045 1.801
C 0.309 1.971 2.627
C 0.603 2.426 3.901
C -0.309 3.217 4.576
C -1.519 3.541 3.986
C -1.803 3.083 2.711
Cl -3.289 3.533 1.963
C -0.901 2.282 1.994
S -1.320 1.792 0.365
H 1.545 2.157 4.358
H -0.071 3.587 5.563
H -2.254 4.143 4.501
F 2.716 -1.720 1.513
C 3.203 -2.389 0.465
F 2.681 -3.610 0.456
F 4.515 -2.554 0.701
C 2.939 -1.516 -0.850
O 2.052 -0.488 -0.596
C 4.308 -0.840 -1.208
F 4.166 0.026 -2.220
F 4.743 -0.123 -0.158
F 5.253 -1.711 -1.558
C 2.575 -2.471 -2.051
F 2.920 -1.927 -3.227
F 3.242 -3.627 -1.962
F 1.277 -2.753 -2.114
C 0.471 6.987 -0.969
Ge 0.303 5.099 -1.544
C 1.246 4.762 -3.248
C -1.581 4.604 -1.805
C 1.025 3.901 -0.077
Se 0.891 2.233 -1.106
C 2.787 2.302 -1.548
H 0.082 7.644 -1.746
H 1.511 7.254 -0.783
H -0.100 7.155 -0.056
H 0.670 5.220 -4.052
H 1.286 3.691 -3.441
H 2.255 5.169 -3.278
H -1.960 5.049 -2.725
H -2.210 4.929 -0.977
H -1.658 3.523 -1.889
H 0.350 3.912 0.770
H 2.044 4.086 0.255
H 3.083 3.342 -1.649
H 2.961 1.769 -2.477
H 3.333 1.829 -0.735
```